No. 1
The following is a DFT calculation (the ωB97M-V functional and the def2-TZVPD basis) of the ion C36H33F4N2O with charge +1 at a distorted geometry.

SMILES string: CN1C(=O)[C@H](Cc2ccccc2)/[N+](=C\[C@H](c2ccccc2)C(c2cc(F)cc(F)c2)c2cc(F)cc(F)c2)C12CCCC2
HOMO-LUMO gap: 5.8 eV
LUMO level: -5.6193 eV
charge: +1
ΔE to the lowest compared entry with this formula, charge and spin: 12.09 kJ/mol

Cartesian coordinates (Å):
F1 1.14809 -0.07606 4.15413
C1 -0.03699 0.46555 3.68980
C2 -0.15636 1.84111 3.60624
C3 -1.40392 2.32005 3.22102
F2 -1.59777 3.68078 3.16480
C4 -2.46613 1.48719 2.88597
C5 -2.30766 0.09411 2.91357
C6 -3.44615 -0.67664 2.20685
C7 -2.94724 -1.69471 1.12913
C8 -3.67478 -1.71864 -0.06891
C9 -3.39299 -2.64217 -1.05557
F3 -4.24573 -2.74944 -2.12642
C10 -2.27780 -3.46797 -1.01537
C11 -1.44851 -3.27369 0.07127
F4 -0.24631 -3.93954 0.08978
C12 -1.73490 -2.40010 1.12976
C13 -1.06297 -0.41366 3.33449
H1 0.67165 2.50790 3.83518
H2 -3.42016 1.90174 2.54337
H3 -3.84626 0.11202 1.54689
H4 -4.52035 -1.03633 -0.20023
H5 -2.06804 -4.17561 -1.81166
H6 -0.98392 -2.28151 1.89891
H7 -0.84399 -1.48114 3.44365
C14 -2.30713 0.77330 6.36391
N1 -3.48924 0.00591 6.04722
C15 -4.73978 0.58850 5.91303
O1 -4.97326 1.78822 5.76387
C16 -5.75978 -0.53776 5.89228
C17 -6.26360 -0.78152 7.32532
C18 -7.61130 -0.22857 7.73651
C19 -8.35460 -0.90778 8.71639
C20 -9.61215 -0.43980 9.10436
C21 -10.11841 0.74318 8.54759
C22 -9.34098 1.46645 7.63391
C23 -8.07900 0.99566 7.24355
N2 -4.90139 -1.65840 5.45046
C24 -4.72852 -1.93324 4.12168
C25 -4.71373 -0.99333 2.97888
C26 -5.75463 -1.57263 1.95876
C27 -6.48454 -0.63084 1.23163
C28 -7.19556 -1.02465 0.10056
C29 -7.21398 -2.37475 -0.26902
C30 -6.58171 -3.33382 0.52656
C31 -5.83907 -2.93940 1.64799
C32 -3.58653 -1.43978 6.10957
C33 -3.43511 -1.91604 7.56715
C34 -1.94154 -2.23193 7.70474
C35 -1.37423 -2.42143 6.28128
C36 -2.56328 -2.26216 5.34510
H8 -2.51917 1.83155 6.17964
H9 -1.99903 0.63386 7.40825
H10 -1.49331 0.47217 5.69623
H11 -6.56230 -0.36272 5.16504
H12 -6.23288 -1.86062 7.52962
H13 -5.50809 -0.32510 7.99072
H14 -7.94048 -1.81452 9.16542
H15 -10.19880 -0.99718 9.83746
H16 -11.11070 1.10001 8.83103
H17 -9.71578 2.40310 7.21787
H18 -7.44836 1.58195 6.56896
H19 -4.66076 -2.99977 3.88099
H20 -5.16124 -0.03373 3.32201
H21 -6.43277 0.42260 1.54505
H22 -7.73763 -0.26930 -0.46981
H23 -7.73207 -2.68517 -1.16995
H24 -6.65364 -4.39160 0.29110
H25 -5.30512 -3.69691 2.22360
H26 -3.79639 -1.16475 8.27663
H27 -4.06356 -2.81209 7.66627
H28 -1.42678 -1.41362 8.22094
H29 -1.79663 -3.13977 8.29965
H30 -0.60271 -1.67801 6.04046
H31 -0.91314 -3.40875 6.15062
H32 -2.99630 -3.23950 5.10234
H33 -2.33080 -1.77693 4.40159


No. 2
The following is a DFT calculation (the ωB97M-V functional and the def2-TZVPD basis) of a cluster of 9 separate species, C32H75N9O8Si in total.

SMILES string: [H]/N=C(/C)C[SiH2]CCCCC.CNC(C)=O.CNC(C)=O.CNC(C)=O.CNC(C)=O.CNC(C)=O.CNC(C)=O.CNC(C)=O.CNC(C)=O
HOMO-LUMO gap: 9.0 eV
LUMO level: 0.3206 eV

Cartesian coordinates (Å):
C1 3.80430 -0.96903 2.62817
C2 2.97768 -0.36974 1.48819
C3 2.15599 0.86464 1.91297
C4 0.64737 0.60859 1.91065
C5 -0.14736 1.66836 2.69155
Si1 -1.86611 1.98679 2.03569
C6 -2.89180 0.43480 1.66821
C7 -2.31046 -0.85997 2.17725
C8 -1.79021 -1.81440 1.13644
N1 -2.23791 -1.19089 3.40236
H1 4.57652 -1.64443 2.25794
H2 4.28420 -0.18498 3.21610
H3 3.16408 -1.54206 3.30242
H4 3.62249 -0.13112 0.64037
H5 2.28134 -1.13558 1.13098
H6 2.44591 1.18146 2.91804
H7 2.36741 1.69043 1.22923
H8 0.45362 -0.37477 2.34889
H9 0.29440 0.55329 0.87536
H10 -0.18409 1.41786 3.75482
H11 0.36177 2.63712 2.62532
H12 -1.75943 2.77250 0.78016
H13 -2.65469 2.81965 2.98031
H14 -3.85816 0.58227 2.15931
H15 -3.06691 0.39042 0.59217
H16 -1.03451 -1.32848 0.51437
H17 -1.35790 -2.68858 1.61948
H18 -2.59660 -2.11167 0.46380
H19 -2.62640 -0.46059 4.00565
C9 -1.20697 7.57650 1.97460
C10 -1.51332 6.10658 2.16043
O1 -0.65893 5.31466 2.52314
N2 -2.78151 5.69336 1.90849
C11 -3.91113 6.48145 1.47008
H20 -0.16005 7.73091 2.21647
H21 -1.38667 7.88802 0.94485
H22 -1.82160 8.19253 2.63220
H23 -2.91756 4.70359 2.05510
H24 -4.72506 6.43545 2.19622
H25 -4.28706 6.12372 0.50956
H26 -3.62155 7.52137 1.35325
C12 -3.42813 -0.26116 8.02996
C13 -4.10273 0.03804 6.71457
O2 -3.60282 0.79816 5.89975
N3 -5.28969 -0.57398 6.45098
C14 -6.01443 -1.50638 7.28539
H27 -2.49234 0.28414 8.06230
H28 -4.05518 0.03935 8.87152
H29 -3.20323 -1.32358 8.12714
H30 -5.67692 -0.33638 5.55146
H31 -6.13148 -2.47024 6.78625
H32 -7.00664 -1.12353 7.53315
H33 -5.47393 -1.67019 8.21214
C15 2.80628 -1.81591 -2.11156
C16 2.44760 -3.21377 -2.57037
O3 2.79710 -3.63194 -3.66794
N4 1.71297 -3.97198 -1.72740
C17 1.17208 -3.61336 -0.43077
H34 3.38695 -1.34349 -2.89837
H35 1.91013 -1.22289 -1.92133
H36 3.39762 -1.84106 -1.19524
H37 1.46665 -4.87996 -2.09199
H38 1.52838 -4.28967 0.34749
H39 0.08515 -3.67122 -0.47123
H40 1.46516 -2.60080 -0.16837
C18 0.14695 1.65679 -1.81920
C19 -1.07759 0.91940 -2.30527
O4 -2.07082 0.77666 -1.60224
N5 -1.03571 0.40504 -3.55700
C20 0.05284 0.44298 -4.51783
H41 -0.05290 2.01749 -0.81435
H42 1.02040 1.00331 -1.80693
H43 0.38082 2.50308 -2.46508
H44 -1.88150 -0.07301 -3.82608
H45 -0.27367 0.93632 -5.43505
H46 0.35355 -0.57303 -4.76861
H47 0.90590 0.97875 -4.11233
C21 1.94956 -1.31916 8.28373
C22 0.91227 -0.22718 8.41232
O5 -0.26132 -0.47892 8.62897
N6 1.33011 1.05707 8.26088
C23 2.66601 1.53870 7.98225
H48 1.44853 -2.27169 8.42374
H49 2.41483 -1.30195 7.29749
H50 2.73182 -1.21026 9.03609
H51 0.58780 1.73466 8.33977
H52 3.01525 2.20314 8.77468
H53 2.69449 2.08353 7.03704
H54 3.35658 0.70427 7.91204
C24 1.74903 -3.28696 -7.26925
C25 0.70086 -2.23723 -7.55663
O6 -0.08785 -1.86978 -6.69828
N7 0.66115 -1.70352 -8.80528
C26 1.50849 -2.01467 -9.93724
H55 1.64932 -3.59786 -6.23277
H56 1.62297 -4.15492 -7.91787
H57 2.75361 -2.89061 -7.42253
H58 -0.06239 -1.01219 -8.92729
H59 2.05179 -1.12985 -10.27367
H60 0.91941 -2.39560 -10.77303
H61 2.23403 -2.77307 -9.66154
C27 4.74005 0.85243 -4.43798
C28 3.68934 1.90546 -4.70329
O7 2.85880 2.20911 -3.86227
N8 3.69271 2.50658 -5.92232
C29 4.59076 2.27320 -7.03297
H62 4.59165 0.48035 -3.42905
H63 4.65114 0.02250 -5.14039
H64 5.74463 1.26861 -4.52183
H65 2.96827 3.19907 -6.03190
H66 5.13536 3.18219 -7.29381
H67 4.04228 1.93522 -7.91420
H68 5.31555 1.50859 -6.77227
C30 -2.75705 -3.24555 -2.05298
C31 -1.88441 -4.27769 -2.72422
O8 -1.12133 -4.99622 -2.09302
N9 -1.91293 -4.34554 -4.07533
C32 -2.59965 -3.48733 -5.02065
H69 -2.60052 -3.31857 -0.98105
H70 -2.50012 -2.23710 -2.38233
H71 -3.81160 -3.41974 -2.27114
H72 -1.29643 -5.05091 -4.44843
H73 -3.26561 -4.05924 -5.66860
H74 -1.85965 -2.97343 -5.63615
H75 -3.18750 -2.73986 -4.49550


No. 3
The following is a DFT calculation (the ωB97M-V functional and the def2-TZVPD basis) of a structure of composition C3H4NO at a distorted geometry.

HOMO-LUMO gap (spin up / spin down): 6.2 / 6.2 eV
LUMO level (spin up / spin down): 4.2776 / 4.2774 eV
charge: -1
ΔE to the lowest compared entry with this formula, charge and spin: 251.36 kJ/mol

Cartesian coordinates (Å):
C1 1.81350 0.56129 -0.22988
C2 0.82669 -0.08386 0.06072
C3 -0.33344 -0.61712 0.61387
N1 -1.88675 0.51150 0.40706
O1 -2.88030 0.21720 -0.51941
H1 2.84323 0.86269 -0.19119
H2 -0.15016 -0.50480 1.65495
H3 -0.54664 -1.67070 0.32616
H4 -1.38740 1.27266 -0.07247


No. 4
The following is a DFT calculation (the ωB97M-V functional and the def2-TZVPD basis) of a cluster of 2 separate species, C4H9N2O in total at a distorted geometry.

HOMO-LUMO gap: 10.4 eV
LUMO level: -5.3232 eV
charge: +1
ΔE to the lowest compared entry with this formula, charge and spin: 226.76 kJ/mol

Cartesian coordinates (Å):
C1 1.44746 0.57442 1.80417
C2 0.83652 -0.81915 2.02688
C3 1.09783 -0.21305 -0.12494
C4 -2.31709 0.72822 -1.91179
N1 1.39494 0.92130 0.57263
N2 0.78626 -1.22597 0.73313
O1 1.14959 -0.28849 -1.43487
H1 1.90172 1.22656 2.54905
H2 1.24235 -1.53647 2.86121
H3 -0.20724 -0.57612 2.30330
H4 -3.01112 1.58235 -1.81050
H5 -1.40503 0.97958 -2.47208
H6 -1.84489 0.22036 -1.05847
H7 -2.74939 -0.01162 -2.63646
H8 0.46244 -2.14842 0.42653
H9 1.21564 0.58650 -1.82778


No. 5
The following is a DFT calculation (the ωB97M-V functional and the def2-TZVPD basis) of the molecule C5H7N at a distorted geometry.

SMILES string: C[C@H]1C=CN=C1
HOMO-LUMO gap: 10.1 eV
LUMO level: 0.7799 eV
ΔE to the lowest compared entry with this formula, charge and spin: 214.37 kJ/mol

Cartesian coordinates (Å):
C1 -1.52558 0.74236 -0.29947
C2 -0.44553 1.20890 0.33928
C3 0.29878 -0.12847 0.65321
C4 -0.72861 -1.24041 0.32746
C5 1.41511 -0.28638 -0.38409
N1 -1.74370 -0.67631 -0.23682
H1 -2.31529 1.32301 -0.88209
H2 0.08005 2.04096 0.41041
H3 0.59177 -0.00826 1.66835
H4 -0.53364 -2.28621 0.51869
H5 0.94026 0.12282 -1.17629
H6 1.72666 -1.26849 -0.62943
H7 2.23971 0.45647 -0.30921


No. 6
The following is a DFT calculation (the ωB97M-V functional and the def2-TZVPD basis) of the molecule C15H24N2O.

SMILES string: CCN(CC)CCCNC(=O)c1ccccc1C
HOMO-LUMO gap: 9.1 eV
LUMO level: 0.8647 eV
ΔE to the lowest compared entry with this formula, charge and spin: 52.30 kJ/mol

Cartesian coordinates (Å):
C1 -2.51478 -1.83178 -1.79492
H1 -2.46272 -1.89502 -2.87983
H2 -2.34028 -2.82194 -1.38176
H3 -3.51813 -1.51735 -1.52023
C2 -1.49999 -0.82175 -1.24573
N1 -0.10276 -1.07715 -1.55684
C3 0.24629 -0.82291 -2.94747
C4 0.55273 0.65297 -3.19315
H4 1.37260 0.98040 -2.55819
H5 -0.31541 1.27307 -2.98519
H6 0.83806 0.80246 -4.23191
H7 1.13714 -1.40600 -3.19205
H8 -0.54990 -1.14372 -3.63619
C5 0.36695 -2.36517 -1.07135
H9 -0.21534 -2.62709 -0.18641
C6 1.84834 -2.31663 -0.67473
H10 2.39275 -1.67118 -1.36644
H11 2.27476 -3.31894 -0.74146
C7 2.05016 -1.81083 0.75506
N2 1.53328 -0.48060 0.95477
C8 0.43874 -0.22508 1.70668
O1 -0.14515 -1.08736 2.33759
C9 0.04173 1.21819 1.70348
C10 -0.06667 1.87890 0.48415
C11 -0.45979 3.20355 0.43131
C12 -0.74073 3.88020 1.60546
C13 -0.63457 3.22621 2.81990
C14 -0.25121 1.89294 2.89303
C15 -0.12635 1.21251 4.21994
H12 -0.63423 0.25166 4.19766
H13 -0.54807 1.82726 5.01124
H14 0.92294 1.02304 4.44770
H15 -0.85715 3.75951 3.73334
H16 -1.04618 4.91601 1.57599
H17 -0.54629 3.70510 -0.52148
H18 0.12988 1.33619 -0.42781
H19 1.91100 0.25454 0.37943
H20 3.11868 -1.82230 1.00155
H21 1.51829 -2.45494 1.45966
H22 0.21827 -3.15870 -1.82166
H23 -1.74872 0.17143 -1.62720
H24 -1.58816 -0.78969 -0.15594